Entry 1:
Density functional theory data (ωB97M-V/def2-TZVPD) for a structure of composition C26H60BInNO12 at a distorted geometry.

E_tot	-59840.483	eV
net charge	-1
HOMO	-4.54	eV
molar mass	704.391	g mol⁻¹

Last column: Löwdin charge in e.
CARTESIAN COORDINATES (ANGSTROEM)
1 In -3.16 6.11 -0.34  0.8759
2 O -5.20 8.66 -0.80  0.0225
3 O 3.43 -1.22 -0.02  -0.1951
4 O 5.22 -4.47 4.13  -0.1966
5 O -4.60 5.28 0.99  -0.2109
6 O 1.45 -5.01 -1.93  -0.2064
7 O 5.85 -2.59 -0.98  -0.1956
8 O -1.40 6.64 0.65  -0.3609
9 O -0.29 -7.30 -2.55  -0.1938
10 O -6.49 4.50 -3.67  -0.1936
11 O -3.74 8.17 -2.71  0.0239
12 O 4.84 -7.35 4.62  -0.1932
13 O -8.03 2.27 -2.53  -0.1964
14 N -5.60 7.25 2.07  0.0989
15 C -1.16 5.74 1.73  -0.3497
16 C 4.60 -7.50 3.23  -0.1110
17 C -7.51 4.63 -4.65  -0.1192
18 C -0.24 3.51 2.49  -0.1729
19 C 0.23 -4.92 -2.66  -0.1998
20 C -7.08 3.05 -1.81  -0.1858
21 C 5.55 -2.35 0.39  -0.1949
22 C -5.14 6.27 1.66  -0.5389
23 C 0.28 1.17 3.30  -0.1037
24 C 4.05 -2.32 0.63  -0.1990
25 C 0.28 -7.96 -1.43  -0.1140
26 C -2.49 5.02 -3.21  -0.1646
27 C -7.42 1.43 -3.49  -0.1196
28 C 6.18 -1.40 -1.69  -0.1130
29 C 5.76 -5.18 5.24  -0.2030
30 C 3.81 -4.32 4.20  -0.1035
31 C 1.51 2.00 1.20  -0.1014
32 C -2.64 4.59 -1.91  -0.2482
33 C 1.35 5.32 1.71  -0.0864
34 C 2.80 -1.59 -1.24  -0.1030
35 C 6.04 -6.63 4.90  -0.2035
36 C 0.16 2.07 1.99  -0.3963
37 C -0.04 4.65 1.39  -0.3051
38 C 2.48 -5.66 -2.66  -0.1097
39 C -7.01 4.47 -2.35  -0.1859
40 C -0.76 -5.99 -2.22  -0.1995
41 B -4.16 7.87 -1.39  -0.5695
42 H 2.89 -4.98 -3.41  0.0882
43 H -2.91 4.45 -4.08  0.0389
44 H 5.49 -0.58 -1.46  0.0853
45 H -6.09 2.58 -1.82  0.1289
46 H -0.20 -3.94 -2.45  0.1249
47 H 3.56 -3.53 4.91  0.0922
48 H 1.80 0.92 1.07  0.0623
49 H 2.11 -6.57 -3.15  0.0830
50 H 1.85 -2.09 -1.02  0.0847
51 H 1.40 5.51 2.82  0.0747
52 H -2.10 5.15 1.90  0.0765
53 H -8.19 1.07 -4.17  0.0846
54 H 3.45 -4.03 3.21  0.0744
55 H -6.32 5.05 -1.72  0.1178
56 H 1.08 1.64 3.92  0.0760
57 H -6.97 0.56 -2.99  0.0858
58 H 6.73 -6.71 4.05  0.1249
59 H 0.85 -8.82 -1.81  0.0879
60 H 3.56 -7.80 3.10  0.0889
61 H -7.08 4.37 -5.62  0.0867
62 H -8.35 3.97 -4.45  0.0817
63 H -7.86 5.67 -4.69  0.0847
64 H 6.70 -4.69 5.50  0.1236
65 H -7.42 3.09 -0.77  0.1284
66 H 6.02 -1.42 0.73  0.1273
67 H -0.92 6.25 2.70  0.1223
68 H 0.49 0.10 3.06  0.0660
69 H -1.90 5.96 -3.36  0.0439
70 H 3.87 -2.20 1.70  0.1158
71 H -1.70 -5.84 -2.76  0.1243
72 H -6.65 1.95 -4.07  0.0832
73 H -2.48 3.52 -1.62  0.0080
74 H 5.09 -5.10 6.10  0.1261
75 H 3.32 -5.25 4.49  0.0857
76 H 3.43 -2.24 -1.84  0.0796
77 H 1.45 2.44 0.17  0.0766
78 H -7.99 4.96 -2.30  0.1272
79 H 2.18 4.61 1.49  0.0520
80 H 0.95 -7.32 -0.87  0.0819
81 H 2.60 -0.68 -1.80  0.0919
82 H -1.32 3.44 2.80  0.1124
83 H -0.13 4.26 0.35  0.1313
84 H 0.32 3.78 3.42  0.1117
85 H 5.24 -8.29 2.83  0.0870
86 H 4.77 -6.57 2.68  0.0818
87 H 2.37 2.47 1.74  0.0754
88 H -0.97 -5.91 -1.15  0.1263
89 H 6.13 -1.61 -2.75  0.0873
90 H 1.48 6.30 1.18  0.0800
91 H 0.42 -4.98 -3.74  0.1268
92 H -0.51 -8.33 -0.77  0.0872
93 H 3.27 -5.93 -1.97  0.0888
94 H 3.58 -3.26 0.32  0.1243
95 H -4.55 8.11 -3.25  0.0888
96 H -0.67 1.29 3.87  0.0718
97 H 7.20 -1.10 -1.44  0.0860
98 H -0.65 1.64 1.33  0.1326
99 H 6.50 -7.12 5.76  0.1227
100 H 5.98 -3.17 0.96  0.1217
101 H -6.04 8.30 -1.13  0.0815

---

Entry 2:
Density functional theory data (ωB97M-V/def2-TZVPD) for a cluster of 9 separate species, C26H63Cl2IN3O9 in total at a distorted geometry.

E_tot	-84013.203	eV
net charge	+1
HOMO	-11.41	eV
molar mass	759.612	g mol⁻¹

Last column: Löwdin charge in e.
CARTESIAN COORDINATES (ANGSTROEM)
1 I 0.05 0.06 -0.09  1.0436
2 Cl 3.61 -0.60 0.14  0.5179
3 Cl 2.11 -1.90 -2.28  0.5389
4 O -1.35 1.27 5.42  -0.0859
5 O -6.26 -0.57 -3.11  -0.1192
6 O 0.28 3.40 -5.69  0.0250
7 O 0.58 5.77 4.63  -0.0900
8 O 3.81 -3.69 5.12  -0.0987
9 O 0.72 -0.46 4.21  -0.0894
10 O -4.48 -1.74 -4.91  -0.0868
11 O -2.00 -5.35 -5.90  -0.1043
12 O 5.50 2.82 0.75  -0.1135
13 N -0.79 2.06 -2.48  -0.1536
14 N -0.81 2.78 -3.59  0.1747
15 N -3.76 -0.15 0.27  -0.0280
16 C -7.98 -2.25 -2.97  -0.0904
17 C 6.50 3.83 0.93  -0.3161
18 C 2.98 5.84 4.55  -0.0925
19 C -7.66 -0.78 -3.14  -0.3138
20 C 3.59 0.43 -1.38  -0.6839
21 C -3.16 -6.12 -6.21  -0.3164
22 C 5.11 0.68 -1.91  -0.1080
23 C 1.49 1.63 -4.27  0.1664
24 C -3.32 -7.24 -5.21  -0.0911
25 C -1.45 2.68 5.60  -0.3095
26 C 1.42 0.83 -2.91  -0.1388
27 C 2.97 -5.76 6.02  -0.0910
28 C 7.53 3.37 1.93  -0.0879
29 C 3.32 -4.31 6.30  -0.3178
30 C 0.26 2.60 -4.49  -0.1837
31 C -1.72 3.36 4.27  -0.1007
32 C -2.10 -2.14 -5.05  -0.0718
33 C -4.18 0.92 -0.69  -0.2363
34 C -3.28 -1.86 -4.14  -0.2970
35 C 0.17 1.12 -1.99  -0.4340
36 C -3.04 1.06 -1.83  -0.1956
37 C 1.90 -1.25 4.32  -0.3036
38 C 3.13 -0.39 4.12  -0.0785
39 C -2.00 2.26 -1.58  -0.1647
40 C 1.75 4.97 4.74  -0.3340
41 C 2.62 -0.15 -2.56  -0.6501
42 H 3.11 0.09 3.13  0.0405
43 H 6.01 4.75 1.26  0.1078
44 H 4.04 -0.98 4.21  0.0767
45 H -8.05 -0.40 -4.09  0.1100
46 H 0.57 6.16 3.75  0.0857
47 H 3.12 -3.74 4.45  0.0640
48 H 5.09 2.67 1.61  0.0811
49 H 5.45 1.71 -1.53  0.0769
50 H -1.81 4.44 4.39  0.0671
51 H -0.62 1.11 4.80  0.0406
52 H -9.05 -2.43 -2.99  0.0756
53 H -8.11 -0.20 -2.33  0.1117
54 H -1.99 -1.33 -5.78  0.0801
55 H -2.53 0.05 -2.08  0.0784
56 H -4.61 -2.57 -5.38  0.0999
57 H 8.31 4.13 2.07  0.0790
58 H -4.21 -7.84 -5.43  0.0781
59 H 1.90 -1.70 5.31  0.1112
60 H 2.44 -3.76 6.65  0.1032
61 H -3.42 -2.67 -3.41  0.1228
62 H -3.06 -6.51 -7.23  0.1117
63 H -2.45 -7.90 -5.22  0.0751
64 H 3.89 5.24 4.64  0.0709
65 H 6.96 4.02 -0.04  0.1127
66 H -7.51 -2.84 -3.77  0.0688
67 H -7.57 -2.62 -2.02  0.0773
68 H 3.01 6.64 5.29  0.0816
69 H 2.21 -5.83 5.24  0.0730
70 H -5.20 0.64 -1.16  0.1117
71 H -2.26 -3.06 -5.61  0.0514
72 H 3.15 0.42 4.86  0.0821
73 H 5.17 0.73 -3.05  0.0794
74 H -0.92 3.15 3.56  0.0585
75 H 1.71 4.18 3.99  0.0995
76 H 1.85 -2.05 3.58  0.1060
77 H -4.02 -5.45 -6.18  0.1068
78 H 2.97 6.31 3.56  0.0714
79 H 3.19 1.49 -1.15  0.1090
80 H -2.65 2.98 3.83  0.0724
81 H -2.54 3.23 -1.92  0.1484
82 H -1.72 2.44 -0.49  0.1023
83 H 0.33 4.32 -5.32  0.1385
84 H 2.34 1.51 -5.01  0.1367
85 H 7.07 3.16 2.90  0.0739
86 H -3.32 -0.90 -0.29  0.0493
87 H 1.76 4.52 5.73  0.1131
88 H 5.84 -0.11 -1.54  0.0877
89 H -2.99 0.27 0.83  0.0246
90 H 2.60 -6.25 6.92  0.0774
91 H -4.24 1.94 -0.16  0.1249
92 H -0.52 3.05 6.04  0.1025
93 H -2.27 2.88 6.30  0.1173
94 H -3.14 -0.93 -3.59  0.0716
95 H 8.01 2.44 1.60  0.0793
96 H -1.18 -2.23 -4.47  0.0718
97 H 0.71 -0.07 3.32  0.0546
98 H -3.41 -6.85 -4.20  0.0764
99 H -5.87 -1.08 -3.83  0.0368
100 H 3.29 -0.18 -3.50  0.1025
101 H 4.09 -4.24 7.07  0.1161
102 H -1.24 -5.95 -5.93  0.0890
103 H 3.86 -6.30 5.67  0.0783
104 H -3.61 1.33 -2.80  0.1275

---

Entry 3:
Density functional theory data (ωB97M-V/def2-TZVPD) for a cluster of 12 separate species, C26H66F3N6O18 in total at a distorted geometry.

E_tot	-81977.795	eV
net charge	-1
HOMO	-3.81	eV
molar mass	807.832	g mol⁻¹

Last column: Löwdin charge in e.
CARTESIAN COORDINATES (ANGSTROEM)
1 F -0.79 0.93 -0.73  0.1082
2 F -1.81 0.56 1.16  0.0915
3 F -2.72 0.01 -0.77  0.0520
4 O 11.78 1.17 4.60  -0.0165
5 O 7.14 2.86 -1.28  -0.0603
6 O 6.66 -5.62 -2.63  -0.0765
7 O 1.16 2.50 7.76  0.0183
8 O -1.14 -7.60 2.22  -0.0797
9 O -8.78 -2.19 5.66  -0.0755
10 O -6.18 -3.32 4.59  -0.0578
11 O 0.60 -1.46 0.28  -0.1299
12 O -8.36 4.13 3.49  -0.0762
13 O 0.96 7.39 1.76  0.0232
14 O -5.38 2.01 -9.14  0.0082
15 O -1.82 -8.15 -0.72  -0.0536
16 O -8.72 5.90 0.35  -0.0480
17 O 9.62 4.14 -2.16  -0.0672
18 O -1.42 -2.57 0.51  -0.2917
19 O 2.83 -0.57 -7.71  0.0262
20 O -7.80 -3.55 -4.64  0.0411
21 O 4.05 -4.66 -2.41  -0.0674
22 N 1.54 5.67 3.05  0.1441
23 N -6.49 -4.25 -3.10  0.1658
24 N 2.27 1.50 -7.36  0.1400
25 N 10.07 1.22 3.10  0.1652
26 N 2.28 0.81 8.74  0.1528
27 N -3.79 3.42 -8.93  0.1582
28 C 7.50 2.93 -2.61  -0.2586
29 C 0.85 -0.17 -6.28  0.0103
30 C -8.86 5.53 1.67  -0.3037
31 C -6.55 -1.97 4.77  -0.2455
32 C -4.77 2.80 -8.40  -0.6705
33 C 0.03 0.46 8.02  -0.0204
34 C -2.13 -8.87 0.46  -0.2591
35 C -5.12 3.12 -7.01  -0.0039
36 C -7.50 -1.73 6.01  -0.2293
37 C 0.64 6.63 2.65  -0.6156
38 C 2.13 0.21 -7.11  -0.6085
39 C 11.12 1.72 3.68  -0.5878
40 C 2.49 -1.36 1.61  -0.0881
41 C 11.62 3.06 3.12  -0.0174
42 C -1.04 -8.87 1.55  -0.2156
43 C -1.51 0.02 -0.06  -0.4905
44 C -0.80 -1.43 -0.01  -0.4874
45 C -0.63 6.75 3.38  -0.0143
46 C 5.02 -3.91 -3.18  -0.2355
47 C -5.60 -3.81 -5.37  -0.0053
48 C 9.06 2.91 -2.68  -0.2388
49 C -8.30 4.18 2.07  -0.2385
50 C 6.45 -4.20 -2.75  -0.2424
51 C 1.00 -0.93 1.55  -0.2615
52 C 1.23 1.32 8.08  -0.6303
53 C -6.70 -3.85 -4.32  -0.6641
54 H -9.41 -1.95 6.34  0.0781
55 H 2.25 -0.19 8.89  0.1054
56 H -3.09 -8.54 0.84  0.1209
57 H 0.94 0.15 1.65  0.1007
58 H -3.72 3.32 -9.93  0.1299
59 H -1.45 -6.93 1.60  0.0731
60 H 3.13 1.34 8.86  0.1153
61 H 9.82 0.28 3.39  0.1264
62 H -6.96 -1.52 3.86  0.1125
63 H 12.24 3.07 2.22  0.0781
64 H -9.05 5.16 -0.16  0.0900
65 H 7.25 3.93 -2.97  0.1178
66 H 0.47 0.74 -5.81  0.0621
67 H 9.33 2.62 -3.69  0.1083
68 H -0.03 -8.95 1.15  0.1111
69 H 9.52 1.82 2.50  0.1138
70 H -7.94 4.91 3.87  0.0793
71 H -0.73 5.77 3.84  0.0756
72 H 9.36 2.05 -2.08  0.1096
73 H 2.55 -2.40 1.29  0.0653
74 H 3.69 -4.03 -1.78  0.0796
75 H -2.27 -9.90 0.13  0.1091
76 H -2.00 -7.24 -0.50  0.0810
77 H -5.33 -2.81 -5.72  0.0797
78 H -5.71 4.02 -6.82  0.0894
79 H -9.93 5.38 1.81  0.1173
80 H 0.11 -0.68 -6.89  0.0791
81 H 3.01 1.90 -7.92  0.1159
82 H -5.55 -4.32 -2.73  0.1150
83 H -7.29 -4.20 -2.48  0.1200
84 H 0.19 -0.48 7.48  0.0862
85 H 2.90 -1.29 2.62  0.0545
86 H -1.46 6.95 2.70  0.0935
87 H -0.71 -1.64 -1.08  0.1117
88 H 7.07 2.10 -3.17  0.1247
89 H -0.73 1.02 7.48  0.0847
90 H -7.15 -2.33 6.86  0.1124
91 H -5.67 -1.33 4.86  0.1073
92 H 2.46 5.68 2.63  0.1063
93 H 1.60 2.14 -6.97  0.0961
94 H -4.15 3.22 -6.54  0.0802
95 H 1.09 -0.92 -5.52  0.0784
96 H -5.68 2.29 -6.56  0.0915
97 H -3.18 4.01 -8.38  0.1171
98 H 1.34 5.15 3.90  0.0956
99 H -5.94 -4.32 -6.27  0.0791
100 H 12.10 3.72 3.85  0.0770
101 H -4.65 -4.26 -5.07  0.0684
102 H -8.54 6.37 2.29  0.1268
103 H 10.54 4.02 -2.42  0.0750
104 H 0.45 -1.37 2.39  0.1101
105 H -0.42 0.35 9.01  0.0879
106 H 7.29 3.71 -0.86  0.0894
107 H -7.24 4.19 1.80  0.1229
108 H -7.52 -0.66 6.20  0.1090
109 H -1.09 -9.68 2.28  0.1106
110 H -5.53 -3.29 3.89  0.0881
111 H 6.53 -3.80 -1.73  0.1111
112 H -0.58 7.46 4.21  0.0917
113 H 3.11 -0.77 0.93  0.0595
114 H 4.94 -4.32 -4.19  0.1162
115 H 4.84 -2.84 -3.12  0.1183
116 H -8.90 3.35 1.69  0.1299
117 H 7.07 -3.67 -3.48  0.1167
118 H 6.25 -5.96 -1.83  0.0790
119 H 10.73 3.63 2.85  0.0612

---

Entry 4:
Density functional theory data (ωB97M-V/def2-TZVPD) for a structure of composition C26H67N2O9Y at a distorted geometry.

E_tot	-50486.119	eV
net charge	+1
spin multiplicity	2
HOMO (alpha / beta)	-9.61 / -9.61	eV
⟨S²⟩	0.75
molar mass	640.733	g mol⁻¹

Last column: Löwdin charge in e.
CARTESIAN COORDINATES (ANGSTROEM)
1 Y 0.77 -5.50 2.50  1.5937
2 O 5.31 -1.15 -0.84  -0.0187
3 O 0.25 3.80 -4.02  -0.0196
4 O -2.99 -2.78 -0.91  -0.1096
5 O 1.66 -2.15 4.47  -0.0520
6 O 3.83 -1.22 2.94  -0.0457
7 O -1.99 0.22 2.73  -0.0401
8 O 1.11 -3.28 1.69  -0.4117
9 O 3.09 -5.47 2.00  -0.1232
10 O -1.44 -5.15 1.23  -0.1135
11 N 0.38 2.34 -4.24  -0.0652
12 N -1.78 1.42 3.15  -0.1813
13 C 0.57 -2.38 0.82  -0.4374
14 C 4.75 -1.11 -2.11  -0.5281
15 C 4.50 -2.51 -2.68  -0.0601
16 C -5.31 -2.60 -0.66  -0.0631
17 C 2.78 2.23 -3.68  0.0026
18 C -0.40 1.96 2.92  -0.4207
19 C -2.11 1.78 -3.50  -0.0403
20 C 5.74 -0.46 -3.09  -0.0514
21 C -2.32 0.96 5.69  -0.0265
22 C 1.43 -1.48 -0.01  -0.0743
23 C -0.97 1.80 -4.58  -0.4476
24 C -2.67 1.73 4.37  -0.4174
25 C -0.89 3.61 4.90  -0.1752
26 C -4.01 -1.82 -0.88  -0.4019
27 C 0.94 1.71 -1.90  -0.0370
28 C 0.55 0.93 3.53  -0.0464
29 C -4.13 1.55 3.96  -0.0436
30 C 1.36 0.19 -3.84  -0.1324
31 C -1.57 2.63 -5.74  -0.0611
32 C -0.21 2.00 1.31  -0.0050
33 C -0.13 3.33 3.61  -0.1310
34 C -0.84 0.31 -5.10  -0.1101
35 C -3.52 -1.12 0.54  -0.0294
36 C 1.32 1.69 -3.37  -0.5077
37 C -0.03 -0.55 -4.08  -0.1542
38 C -2.38 3.28 4.73  -0.1306
39 H 0.83 -1.13 -0.85  0.0715
40 H -0.21 4.17 2.92  0.1167
41 H 3.59 -5.92 1.32  0.0938
42 H -2.63 -0.56 0.27  0.0627
43 H -0.78 2.66 -6.49  0.0758
44 H 5.26 -0.27 -4.05  0.0769
45 H 1.54 1.00 3.10  0.0910
46 H -4.39 -0.56 0.88  0.0775
47 H -1.25 0.73 5.68  0.0645
48 H -3.17 -1.84 1.28  0.0668
49 H -4.06 -1.20 -1.78  0.1298
50 H -2.12 2.56 -2.74  0.0793
51 H -2.75 3.55 5.71  0.1062
52 H 2.25 -2.11 -0.38  0.0658
53 H 1.43 -2.33 3.56  -0.0206
54 H 0.08 -1.58 1.37  0.0902
55 H -4.48 0.53 4.11  0.0724
56 H -0.26 -2.77 0.22  0.0854
57 H -2.48 2.32 -6.26  0.0891
58 H 1.90 0.20 -4.79  0.1083
59 H 1.52 -2.98 4.93  0.0262
60 H -1.29 -5.92 0.69  0.0398
61 H 6.63 -1.07 -3.26  0.0850
62 H 5.97 0.51 -2.65  0.0802
63 H -1.78 -0.24 -5.06  0.1114
64 H -0.08 1.48 -1.59  0.0690
65 H -0.59 2.95 5.71  0.1021
66 H -6.15 -1.90 -0.66  0.0813
67 H -5.20 -3.17 0.27  0.0743
68 H -0.50 -0.60 -3.10  0.0781
69 H 5.40 -3.13 -2.71  0.0822
70 H -2.94 0.10 5.96  0.0732
71 H 3.16 -1.12 2.27  -0.0059
72 H -2.19 -4.71 0.83  0.0690
73 H -0.77 4.68 5.09  0.1169
74 H -2.88 3.85 3.95  0.1155
75 H 3.10 1.91 -4.67  0.0815
76 H 2.66 3.31 -3.54  0.0769
77 H -0.09 0.97 0.97  0.0468
78 H -4.38 1.93 2.97  0.0865
79 H -1.66 3.71 -5.60  0.0768
80 H 0.63 1.12 4.60  0.0816
81 H 3.66 -4.77 2.31  0.0889
82 H -1.61 -0.33 3.42  0.0860
83 H 4.57 -1.33 -0.26  0.0687
84 H -3.14 1.84 -3.84  0.0770
85 H -5.56 -3.36 -1.40  0.0749
86 H 3.82 -0.53 -2.13  0.1042
87 H -1.13 2.43 0.91  0.0857
88 H 0.20 -0.10 3.44  0.0504
89 H 0.66 2.63 1.10  0.0792
90 H 1.60 1.06 -1.32  0.0604
91 H -2.11 0.80 -3.02  0.0465
92 H -0.41 0.36 -6.10  0.1154
93 H 3.77 -3.00 -2.03  0.0509
94 H -2.46 1.60 6.56  0.0779
95 H 4.10 -2.39 -3.68  0.0794
96 H 1.83 -0.47 -3.11  0.0837
97 H 0.77 4.13 -4.76  0.0933
98 H 3.41 -1.72 3.64  -0.0101
99 H 1.09 2.72 -1.53  0.0851
100 H 3.44 1.79 -2.93  0.0701
101 H 1.83 -0.59 0.47  0.0716
102 H -4.78 2.11 4.64  0.0828
103 H 0.26 -1.59 -4.24  0.1029
104 H 0.92 3.32 3.90  0.1118
105 H -2.22 -2.53 -0.40  0.0283

---

Which of these has the lowest E_tot? C26H63Cl2IN3O9